Molecular formula: C34H28Co2O5PS
Method: DFT, the ωB97M-V functional and the def2-TZVPD basis

Kohn-Sham gap (Ha): 0.188
Total charge: +1
Calculated total energy (a.u.): -5193.30350
ΔE to the lowest compared entry with this formula, charge and spin (eV): 0.000
Multiplicity: 1
Strongest force on any atom (eV/Å): 4.44

Geometry as XYZ:
```
71
C34H28Co2O5PS, DFT the ωB97M-V functional and the def2-TZVPD basis
C 0.517 1.667 -2.150
S 0.391 -0.032 -1.707
C -0.718 -0.539 -2.976
H 1.166 2.186 -1.448
H 0.934 1.770 -3.149
H -0.462 2.139 -2.128
H -0.952 -1.596 -2.864
H -1.645 0.027 -2.921
H -0.272 -0.385 -3.956
O 0.012 -0.857 1.704
C 0.437 -1.038 2.745
Co 1.060 -1.300 4.439
C 2.547 -2.340 4.389
O 3.485 -2.987 4.372
C 1.385 0.317 5.151
O 1.530 1.343 5.622
C 0.163 -2.319 6.006
C -0.811 -1.764 5.079
C -1.393 -0.445 5.381
C -2.343 0.147 4.573
C -2.671 1.523 4.733
C -3.585 2.125 3.911
C -4.225 1.396 2.918
C -3.900 0.063 2.709
C -2.968 -0.556 3.497
Co -0.935 -3.805 5.119
C -1.591 -3.773 3.461
O -2.067 -3.748 2.427
C 0.441 -4.968 4.968
O 1.274 -5.739 4.901
P -2.555 -4.794 6.329
C -3.855 -5.214 5.159
C -5.138 -4.745 5.326
C -6.104 -5.034 4.379
C -5.782 -5.790 3.270
C -4.492 -6.248 3.101
C -3.529 -5.965 4.054
C -1.788 -6.256 7.036
C -2.297 -7.510 6.779
C -1.650 -8.628 7.272
C -0.502 -8.487 8.023
C 0.011 -7.230 8.267
C -0.638 -6.111 7.773
C -3.077 -3.606 7.564
C -2.984 -3.913 8.901
C -3.371 -2.982 9.846
C -3.848 -1.751 9.447
C -3.917 -1.440 8.103
C -3.533 -2.374 7.157
H -0.150 -2.223 7.048
H -0.928 0.154 6.144
H -2.134 2.109 5.463
H -3.769 3.183 3.999
H -4.960 1.877 2.291
H -4.366 -0.489 1.905
H -2.677 -1.574 3.288
H -5.376 -4.151 6.193
H -7.105 -4.658 4.501
H -6.537 -6.024 2.537
H -4.225 -6.801 2.217
H -2.512 -6.304 3.920
H -3.191 -7.609 6.183
H -2.035 -9.610 7.055
H -0.003 -9.358 8.417
H 0.925 -7.118 8.823
H -0.234 -5.123 7.942
H -2.603 -4.878 9.196
H -3.292 -3.218 10.894
H -4.166 -1.032 10.184
H -4.261 -0.469 7.792
H -3.584 -2.148 6.103
```